[1]
One molecule with the formula C3H4N4O at a distorted geometry, computed with wB97M-V/def2-TZVPD.

Geometry as XYZ:
```
12
Properties=species:S:1:pos:R:3:forces:R:3:nbo_charge:R:1
H -2.5103 0.9009 -0.2877 -1.56 -0.84 -0.84 0.349
N -2.3770 -0.1376 -0.2595 0.50 2.11 1.97 -0.642
C -1.2018 -0.0171 0.2189 0.94 -2.48 -2.97 0.630
N -0.4566 -1.2144 0.5004 -3.98 -0.17 0.90 -0.503
N 0.6792 -1.5958 -0.1773 1.10 2.02 0.86 -0.214
C 1.6445 -0.7024 -0.1612 -2.03 -4.72 -1.16 0.173
N 1.7359 0.5711 0.1682 0.41 1.71 0.71 -0.523
C 0.7970 1.3678 0.1410 -1.17 5.27 -0.49 0.467
O -0.6006 1.1982 -0.0118 2.74 0.29 1.07 -0.527
H -1.3249 -1.9089 0.4888 3.12 1.19 -0.20 0.414
H 2.4953 -1.0658 -0.6408 1.47 -0.68 -0.61 0.183
H 1.1193 2.6040 0.0211 -1.56 -3.69 0.77 0.192
```
Positions in Å, forces in eV/Å.

The structure (SMILES) is [H]/N=C1/NN=CN=CO1. As for the charge: 0. The total energy comes out at -11179.906 eV. For the relative energy (zero: lowest compared OMol25 entry of this formula, charge and spin), the calculation gives 93.7 kcal per mole. For the HOMO energy, the calculation gives -9.2927 eV. The value obtained for the lowest unoccupied orbital energy is -0.146 eV.

***

[2]
A 3-piece molecular cluster, C5H12N3 overall at a distorted geometry, computed with wB97M-V/def2-TZVPD.

Geometry as XYZ:
```
20
Properties=species:S:1:pos:R:3:forces:R:3:nbo_charge:R:1
C 1.2122 1.4405 0.4478 0.52 2.23 -0.48 0.323
C 0.7820 -0.5335 -0.7645 -0.84 2.09 -1.21 -0.073
C -0.4809 0.1558 -0.2343 -0.01 -0.85 -0.43 0.181
C 1.1566 -1.8907 -0.2095 -3.56 0.18 2.24 -0.638
C -2.8589 0.6479 -0.5700 1.47 -2.41 -1.56 -0.269
N 1.7538 0.5273 -0.3163 2.03 -3.17 -1.00 -0.534
N -0.1163 1.3466 0.4241 -1.83 1.68 1.77 -0.529
N -1.6895 -0.0857 -0.7841 -0.03 1.52 -0.39 -0.453
H 1.8151 2.3297 0.7846 -1.04 -1.20 0.10 0.266
H 0.7925 -0.4248 -1.9157 -0.02 -0.80 1.42 0.212
H -0.3127 0.0257 2.7032 3.32 -0.01 0.48 0.006
H 0.5176 -2.7731 -0.5092 -0.19 1.37 0.40 0.254
H 1.1277 -1.7720 0.9405 0.50 -0.63 -1.89 0.237
H 2.0089 -2.1987 -0.6539 3.55 -0.71 -0.71 0.225
H -2.9881 1.4196 0.1643 0.36 -0.10 0.22 0.201
H -3.6673 0.2203 -1.1308 -0.41 0.38 0.06 0.213
H 0.5590 0.0551 2.8053 -3.30 -0.15 -0.25 -0.009
H 2.7563 0.2160 -0.5344 -1.82 1.68 1.09 0.461
H -0.8207 2.0146 0.9989 2.53 -2.24 -1.86 0.480
H -1.5474 -0.7206 -1.6460 -1.24 1.15 1.99 0.447
```
Positions in Å, forces in eV/Å.

As for the charge: +1. The total energy comes out at -9839.023 eV. For the relative energy (zero: lowest compared OMol25 entry of this formula, charge and spin), the calculation gives 119.7 kcal per mole. For the HOMO energy (spin up / spin down), the calculation gives -11.1255 / -10.7943 eV. The value obtained for the lowest unoccupied orbital energy (spin up / spin down) is -3.877 / -3.751 eV.

***

[3]
One molecule with the formula C15H18N4O at a distorted geometry, computed with wB97M-V/def2-TZVPD.

Geometry as XYZ:
```
38
Properties=species:S:1:pos:R:3:forces:R:3:nbo_charge:R:1
O -0.4069 -0.7384 1.1157 1.52 -0.67 -2.48 -0.624
C 0.1677 -1.1052 0.0508 -1.22 1.05 2.98 0.594
N 0.3947 -0.3272 -1.0357 -1.07 0.07 1.40 -0.452
N 0.5092 1.0854 -1.0725 0.54 0.00 -0.19 -0.256
C -0.5106 1.7504 -0.7041 1.04 -0.65 -0.30 0.163
C -0.5581 3.2449 -0.7035 2.60 -1.26 -1.87 -0.289
C -0.5867 3.8055 0.6720 -1.53 -1.03 2.77 -0.405
C -2.0291 3.6737 1.2745 -0.32 1.51 0.56 -0.402
C -3.0286 4.4390 0.3030 -0.05 1.26 1.98 -0.400
C -2.9978 3.7513 -0.9988 -1.90 -0.82 -1.33 -0.403
C -1.6711 3.6435 -1.6433 0.07 0.79 0.73 -0.390
C 0.8351 -2.4589 0.0291 1.63 -1.96 -1.52 0.281
N 1.2874 -3.1607 -1.0334 -0.08 1.40 1.26 -0.456
C 2.0939 -4.1797 -0.4928 -1.96 1.28 -0.24 0.064
C 2.7427 -5.2326 -1.0681 0.69 -2.75 1.51 -0.200
C 3.1356 -6.2574 -0.1325 0.53 0.26 -2.05 -0.215
C 3.0290 -6.2391 1.2887 -0.01 1.92 -2.59 -0.224
C 2.5488 -5.0658 1.7906 -0.81 0.24 2.39 -0.232
C 2.0163 -4.1303 0.8886 0.73 -0.47 1.44 0.147
N 1.2616 -3.0571 1.1958 -1.12 1.63 -0.90 -0.511
H 0.7233 -0.8605 -1.7862 1.16 -0.18 -1.52 0.411
H -1.3563 1.1670 -0.5261 -1.80 -0.55 0.76 0.178
H 0.3979 3.5201 -1.2183 -0.49 -0.07 0.52 0.230
H 0.1378 3.3657 1.4194 -0.51 0.05 -1.22 0.227
H -0.4408 4.8484 0.7620 0.59 1.30 -0.62 0.213
H -2.0297 4.1568 2.3018 -0.03 -0.44 -1.18 0.210
H -2.3644 2.6454 1.4564 0.11 0.06 -0.35 0.206
H -4.1023 4.4890 0.7713 2.02 0.06 -0.96 0.219
H -2.6250 5.4964 0.0856 -0.70 -1.19 0.89 0.189
H -3.5637 4.2698 -1.8183 -0.44 -0.58 1.09 0.209
H -3.3644 2.7376 -0.8317 -0.55 -0.12 -0.27 0.189
H -1.8342 3.0251 -2.5151 0.73 -0.27 -0.28 0.222
H -1.4878 4.6474 -1.9473 0.67 0.86 -0.74 0.203
H 2.8690 -5.3876 -2.1396 -0.03 0.11 0.38 0.230
H 3.6275 -7.0612 -0.6693 -0.02 -0.41 0.53 0.208
H 3.3730 -6.9739 1.9516 0.49 -1.16 0.37 0.222
H 2.4857 -4.9771 2.9446 -0.12 0.28 -2.16 0.218
H 1.3214 -2.5494 2.0351 -0.35 0.46 1.22 0.425
```
Positions in Å, forces in eV/Å.

The structure (SMILES) is O=C(N/N=C/C1CCCCC1)c1nc2ccccc2[nH]1. As for the charge: 0. The total energy comes out at -23853.157 eV. For the relative energy (zero: lowest compared OMol25 entry of this formula, charge and spin), the calculation gives 39.0 kcal per mole. For the HOMO energy, the calculation gives -8.6144 eV. The value obtained for the lowest unoccupied orbital energy is 0.300 eV.

***

[4]
A 2-piece molecular cluster, C24H30N4O3 overall at a distorted geometry, computed with wB97M-V/def2-TZVPD.

Geometry as XYZ:
```
61
Properties=species:S:1:pos:R:3:forces:R:3:nbo_charge:R:1
C -3.6859 -5.2174 3.6916 0.15 0.12 -0.28 -0.423
N -3.4657 -5.8330 2.3808 -0.45 0.47 1.22 -0.595
C -3.0472 -5.3010 1.2231 -0.04 -0.50 -0.69 0.664
O -2.8686 -6.0632 0.2798 -0.02 0.43 -0.33 -0.633
C -2.7163 -3.8051 1.0050 0.25 0.47 0.07 -0.123
C -2.0526 -3.0494 2.1689 -0.02 0.22 0.30 -0.439
C -1.0549 -1.9982 1.7200 0.15 0.11 -0.20 -0.031
C -1.4952 -0.7613 1.2111 1.11 -0.02 -0.02 -0.168
C -0.5598 0.2053 0.7981 0.27 -0.83 0.38 -0.229
C 0.8172 -0.0580 0.9048 -0.51 -0.55 0.25 -0.224
C 1.2602 -1.2942 1.4056 -0.94 0.18 -0.08 -0.205
C 0.3257 -2.2641 1.8080 -0.21 1.01 -0.44 -0.211
N -3.7898 -3.0216 0.3704 1.29 -0.51 -0.48 -0.604
C -5.0332 -2.8473 0.8160 -1.41 0.19 0.76 0.678
C -5.9607 -2.0773 -0.0945 0.08 -0.03 0.01 -0.707
O -5.4429 -3.2559 1.8906 0.40 -0.28 0.24 -0.643
H -4.3838 -5.8256 4.2693 0.07 0.00 -0.17 0.212
H -2.7445 -5.1536 4.2383 -0.01 -0.01 0.16 0.183
H -4.1121 -4.2204 3.5971 -0.06 -0.13 -0.12 0.237
H -3.6462 -6.8227 2.3148 0.14 0.05 -0.13 0.406
H -1.9301 -3.8624 0.2509 -0.22 -0.18 -0.15 0.239
H -2.8133 -2.5724 2.7883 -0.04 -0.10 0.04 0.231
H -1.5175 -3.7653 2.7924 -0.03 -0.06 0.06 0.218
H -2.5525 -0.5469 1.1515 -0.10 -0.01 0.04 0.203
H -0.8980 1.1598 0.4188 -0.02 0.05 -0.02 0.215
H 1.5360 0.6949 0.6121 0.01 0.01 -0.04 0.223
H 2.3190 -1.4962 1.4876 0.04 -0.01 0.01 0.214
H 0.6730 -3.2120 2.1940 -0.03 -0.09 0.05 0.211
H -3.5794 -2.6328 -0.5326 0.06 -0.13 -0.04 0.402
H -6.9152 -1.9361 0.4111 0.17 -0.03 -0.04 0.245
H -6.1176 -2.6476 -1.0077 -0.03 0.10 -0.17 0.230
H -5.5241 -1.1088 -0.3289 -0.04 0.11 -0.19 0.219
C 5.1165 4.8374 -0.2453 0.11 -0.95 0.02 -0.413
N 5.7149 3.4879 -0.2040 0.91 0.16 -0.04 -0.440
C 5.4653 2.7464 1.0457 -0.16 0.41 -0.91 -0.413
C 5.6091 2.6912 -1.4513 -0.99 1.22 0.65 -0.257
C 4.1829 2.3051 -1.7704 0.13 -1.58 -0.04 0.272
C 3.6456 1.0469 -1.7002 -0.53 0.70 -0.13 -0.311
C 2.2580 1.1827 -2.0706 0.50 0.39 0.04 -0.285
C 2.0594 2.5125 -2.3418 -0.11 -1.54 0.19 0.256
C 0.8219 3.1770 -2.7429 0.48 0.71 -0.02 -0.127
C -0.3983 2.5022 -2.8581 -0.15 0.49 -0.13 -0.153
C -1.5186 3.2351 -3.2442 0.27 -0.01 0.05 -0.250
C -1.3969 4.6024 -3.5028 0.68 -0.50 0.26 0.023
N -0.2288 5.2495 -3.3919 0.05 -0.20 0.05 -0.405
C 0.8572 4.5522 -3.0201 -1.09 -0.16 -0.18 0.045
O 3.2306 3.2035 -2.1782 0.10 -0.12 0.17 -0.417
H 4.0252 4.7823 -0.1801 -0.17 0.19 -0.02 0.172
H 5.4810 5.4410 0.5920 0.03 -0.20 -0.08 0.200
H 5.3845 5.3483 -1.1757 0.01 -0.18 0.11 0.203
H 6.0583 1.8266 1.0712 -0.05 0.15 -0.10 0.198
H 4.4065 2.4806 1.1309 -0.16 -0.14 0.22 0.167
H 5.7416 3.3540 1.9135 -0.01 0.01 -0.24 0.204
H 6.0161 3.2642 -2.2906 0.08 0.13 0.21 0.214
H 6.2153 1.7848 -1.3552 -0.27 0.08 0.06 0.220
H 4.1645 0.1379 -1.4113 -0.09 0.29 -0.09 0.230
H 1.5194 0.3889 -2.1166 0.17 0.26 -0.01 0.231
H -0.4850 1.4383 -2.6553 0.09 0.16 -0.01 0.218
H -2.4865 2.7576 -3.3479 0.09 -0.01 0.02 0.218
H -2.2787 5.1608 -3.8009 0.21 0.17 0.00 0.195
H 1.7949 5.0926 -2.9342 -0.15 0.02 -0.04 0.206
```
Positions in Å, forces in eV/Å.

The structure (SMILES) is CNC(=O)[C@H](Cc1ccccc1)NC(C)=O.CN(C)Cc1ccc(-c2cccnc2)o1. As for the charge: 0. The total energy comes out at -37477.384 eV. For the relative energy (zero: lowest compared OMol25 entry of this formula, charge and spin), the calculation gives 83.2 kcal per mole. For the HOMO energy, the calculation gives -8.0918 eV. The value obtained for the lowest unoccupied orbital energy is 0.376 eV.